No. 1
Here is C43H48IrN3SSb2Si as an isolated structure in a non-equilibrium geometry from the Open Molecules 2025 dataset. Energies are from ωB97M-V/def2-TZVPD.

Properties
- total charge = +2
- energy above the lowest of the compared OMol25 structures with the same formula, charge and spin (kJ/mol) = 147.1
- Kohn-Sham gap (alpha / beta) (eV) = 6.2 / 6.2
- lowest unoccupied orbital energy (alpha / beta) (eV) = -6.91 / -6.91
- HOMO (alpha / beta) (eV) = -13.0663 / -13.0668
- calculated total energy (eV) = -84454.2851

Last column: Löwdin charge in e.
CARTESIAN COORDINATES (ANGSTROEM)
H: 0.16951 0.88255 4.35342  0.041
H: -1.39585 -8.33098 1.35219  0.117
H: -2.53794 -3.96243 -3.73909  0.092
C: 3.42577 -1.46272 -1.18664  -0.719
H: 2.75376 5.01449 -2.06290  0.117
C: 0.54463 1.84023 -2.33914  -0.375
C: 2.12096 -0.18970 2.14235  -0.368
C: 2.08973 3.22519 -1.08532  -0.063
C: 7.98587 -1.04030 -3.57921  -0.058
C: -3.65051 1.75054 -5.91860  -0.052
C: -1.03608 -4.91099 -0.38474  -0.368
H: -0.33560 -6.45017 2.55114  0.114
C: -1.94029 -0.88994 1.45309  -0.211
H: 2.74846 0.78190 0.34663  0.047
C: -4.46164 -3.03743 -3.74971  -0.052
H: -0.10221 -4.25797 1.43690  0.061
H: 4.77866 -2.81796 -0.63911  0.139
H: 1.19253 1.42734 -0.33572  0.037
H: -0.34631 -4.48552 -3.47662  0.063
H: -1.64823 -0.41854 0.48627  -0.035
H: 1.15270 -3.81425 -2.86202  0.058
C: 3.04544 0.48806 1.34216  -0.066
H: -5.59658 -0.81037 -1.46939  0.116
H: -0.00019 2.60885 -4.28009  0.102
C: -1.96653 0.71786 -3.97440  -0.386
H: -2.02180 -5.85068 -2.06782  0.096
C: -1.29299 -7.37023 0.86579  -0.053
C: 7.02096 -1.80209 -1.51249  -0.016
C: -2.67291 0.83025 -6.26701  -0.054
C: 4.28844 0.83449 1.83465  -0.054
H: 0.37680 -3.06130 3.26241  0.031
C: -3.19633 -3.27244 -3.22526  -0.127
C: -1.75883 -7.20021 -0.43210  -0.057
H: 0.91265 -0.49983 -4.60156  0.067
S: 2.23147 -2.38636 -0.31866  0.650
C: 2.48755 -0.51277 3.46172  -0.026
H: 0.67649 -2.80927 -5.05870  0.122
H: 1.41984 4.60444 -4.10087  0.117
H: 2.64697 3.41981 -0.17715  0.113
H: 8.85722 -0.81418 -4.17811  0.116
C: 4.63643 0.50263 3.13855  -0.051
C: -2.96140 1.62868 -3.61994  -0.126
H: -2.28701 -1.90672 1.26366  0.029
C: 0.08687 -2.47146 -4.20248  -0.337
Sb: -0.63332 0.07601 -2.49224  1.504
H: -3.37032 -1.21126 -0.53192  0.059
H: -1.49973 0.37838 4.61973  0.055
C: -2.78940 -2.61857 -2.06195  -0.385
C: -0.56987 -5.08229 0.91343  -0.132
C: -1.82811 0.30695 -5.29597  -0.111
C: 3.73433 -0.17695 3.94996  -0.046
C: 1.38958 3.89462 -3.28468  -0.054
C: 2.14536 4.12327 -2.14085  -0.053
H: 9.12370 -1.64554 -1.86253  0.118
C: -0.69770 -6.31463 1.54030  -0.061
C: 0.58809 2.76562 -3.38297  -0.100
C: 0.12654 -3.56323 -3.13524  -0.345
H: 4.60867 -1.11150 -3.80605  0.111
C: -3.79494 2.15141 -4.59730  -0.059
C: -0.40708 -2.41696 3.66243  -0.160
H: 4.98414 1.38274 1.21283  0.114
H: -4.30595 2.15369 -6.67911  0.117
H: -4.55622 2.87141 -4.32776  0.116
H: 4.00827 -0.44033 4.96245  0.119
H: -1.06921 -0.40517 -5.58826  0.087
N: 3.19796 -0.31099 -1.79192  0.148
Si: -0.57146 -0.82790 2.73034  0.426
C: -4.92237 -1.49881 -1.96227  -0.059
H: -0.93775 -2.36283 -4.56510  0.078
H: 1.79665 -1.06121 4.09006  0.093
Ir: 0.39158 -1.20748 -0.08113  0.510
H: -1.11219 1.50143 3.31135  0.047
H: -1.34962 -2.96957 3.64000  0.049
H: -6.30860 -1.97570 -3.52809  0.117
C: -5.32271 -2.15372 -3.11947  -0.051
C: 0.65894 -1.11795 -3.73890  -0.361
H: -2.56314 0.51851 -7.29725  0.117
C: -0.76110 0.61854 3.84962  -0.145
H: 6.59448 -0.54126 -5.13166  0.115
H: -2.22376 -8.02639 -0.95324  0.117
C: 5.59019 -1.18210 -3.35599  -0.040
H: 2.32129 0.16724 -1.64932  0.026
N: 4.63951 -2.01063 -1.22908  0.075
H: -0.17114 -2.22137 4.71072  0.048
C: 5.75451 -1.62865 -2.05163  -0.231
N: 0.86137 -0.53820 1.65242  -0.246
H: -2.80670 -0.30777 1.77979  0.068
H: 7.13402 -2.16443 -0.49772  0.121
H: 1.56543 -1.26683 -3.15942  0.014
H: 5.60457 0.78640 3.52903  0.116
C: 8.13589 -1.50768 -2.28078  -0.052
H: 3.97036 0.23252 -2.15287  0.133
C: -3.66096 -1.72869 -1.43305  -0.143
H: -4.77212 -3.54904 -4.65126  0.117
C: 1.28391 2.09778 -1.18674  -0.198
H: -3.08629 1.94419 -2.59046  0.105
C: -1.63617 -5.97078 -1.06199  -0.111
Sb: -0.86267 -3.05881 -1.32984  1.368
C: 6.71580 -0.88213 -4.11231  -0.057

=====

No. 2
Here is C24H17F5N4O7Sn as an isolated structure from the Open Molecules 2025 dataset. Energies are from ωB97M-V/def2-TZVPD.

Properties
- total charge = -2
- Kohn-Sham gap (eV) = 6.1
- lowest unoccupied orbital energy (eV) = 4.75
- HOMO (eV) = -1.3667
- calculated total energy (eV) = -64879.1921

Last column: natural (NBO) charge in e.
CARTESIAN COORDINATES (ANGSTROEM)
O: 0.17938 2.06065 3.02797  -0.504
N: 0.15248 -2.25161 -0.76808  -0.769
C: -1.01113 2.73627 2.76632  -0.172
H: -4.32759 -1.70803 -0.51323  0.226
N: -1.86076 -0.59767 -1.00271  -0.707
O: -2.09569 0.67705 3.38875  -0.565
O: 1.49306 2.30949 0.40653  -0.806
C: 4.68465 -1.71464 -2.05767  -0.171
H: -3.72365 2.23837 -3.02108  0.237
C: -0.26453 3.04813 -1.69764  0.045
C: -2.65466 -4.62821 -0.13617  -0.258
C: 3.56868 -2.52378 -1.96705  -0.225
C: -2.74399 2.52527 -2.66554  -0.245
H: -2.73795 4.52256 -3.45855  0.192
H: -1.01884 3.19627 1.77178  0.209
H: 5.63764 -2.11850 -2.37967  0.197
C: 3.34742 0.10091 -1.29100  0.065
C: -2.02240 1.58873 -1.92580  0.154
F: 0.55011 -2.60617 2.68265  -0.325
C: -1.12225 -2.82087 -0.61299  0.209
F: 2.85076 -2.31783 1.15852  -0.402
C: 1.14193 -2.85801 -1.40844  0.599
C: -3.50003 -2.39831 -0.46617  -0.237
H: 0.73604 3.19974 -1.30044  0.247
O: 1.18436 -3.97464 -1.95011  -0.710
C: 2.37082 -1.97409 -1.52404  0.191
C: 4.57511 -0.37110 -1.71403  -0.275
O: -3.31107 2.27036 2.38581  -0.698
H: 1.25815 3.78926 3.33249  0.158
C: -0.92471 4.04703 -2.39883  -0.282
C: -2.67205 0.24060 -1.62285  0.590
F: 2.40735 -2.47980 3.79630  -0.360
H: -1.18027 3.53650 3.50368  0.177
H: -0.51707 -4.83908 -0.29365  0.221
H: -2.82228 -5.68199 0.06205  0.185
F: 1.06995 -0.77576 3.74024  -0.321
C: 1.56193 -1.77183 2.98427  0.877
O: -3.85292 0.09414 -2.01382  -0.738
N: -0.80061 1.85246 -1.46442  -0.444
C: -2.19059 3.77123 -2.89973  -0.191
H: -4.73357 -4.08990 -0.00779  0.184
C: 1.56837 3.23194 1.26563  0.744
H: 3.19724 1.13462 -0.99133  0.236
H: -3.94346 1.53934 2.34368  0.495
F: 3.23100 -0.40396 2.17180  -0.398
C: -2.20943 -1.91974 -0.71330  0.113
H: 5.42904 0.29178 -1.76090  0.207
C: 1.32131 2.86203 2.75380  -0.179
C: -3.72136 -3.74075 -0.18405  -0.248
Sn: 0.33387 -0.11093 0.22452  1.346
C: 2.18916 -1.22014 1.72058  0.198
O: 1.87994 4.42064 1.06260  -0.754
C: -2.16228 1.76079 2.87955  0.777
H: 2.17189 2.26821 3.09340  0.207
H: 3.57548 -3.57687 -2.20861  0.240
C: -1.36124 -4.16726 -0.34625  -0.240
N: 2.27221 -0.68345 -1.21079  -0.506
H: -0.45294 5.01059 -2.54619  0.205

=====

No. 3
Here is one molecule with the formula C19H15ClFN3O3S from the Open Molecules 2025 dataset. Energies are from ωB97M-V/def2-TZVPD.

Properties
- Kohn-Sham gap (eV) = 7.9
- SMILES = Cc1ccccc1CS(=O)(=O)c1ncc(Cl)c(C(=O)Nc2ccc(F)cc2)n1
- lowest unoccupied orbital energy (eV) = -0.80
- HOMO (eV) = -8.6909
- calculated total energy (eV) = -56634.4893

Last column: natural (NBO) charge in e.
CARTESIAN COORDINATES (ANGSTROEM)
C: -1.78137 0.91994 -2.33857  -0.216
C: -0.32185 3.36030 -0.26209  -0.081
H: -2.19886 0.22066 3.31682  0.257
C: 0.03851 2.11033 0.26134  0.127
C: 0.00492 -1.09053 -1.57579  0.015
C: 1.69686 -0.20023 -3.21801  -0.650
C: -0.55968 0.79175 -2.97335  -0.210
C: 0.43536 -1.83063 2.74250  -0.216
H: 1.14212 -2.85860 -1.96476  0.221
Cl: -1.59843 4.29413 0.36481  0.098
O: -1.69384 1.84473 1.89078  -0.583
N: 1.37342 3.09247 -1.91031  -0.398
H: -2.46595 1.69951 -2.63659  0.220
H: 0.79811 0.08530 1.16399  0.440
C: -1.02815 -2.75302 4.37674  0.379
C: -2.11622 0.04501 -1.31933  -0.206
S: 2.81494 0.76865 -2.11611  2.135
O: 3.78284 1.46813 -2.90548  -0.910
H: -2.75938 -1.61439 4.88977  0.233
H: -1.50382 -1.64292 -0.16886  0.219
H: 0.51674 -2.73966 -0.32085  0.221
H: 0.22027 4.78186 -1.80406  0.219
H: 1.89572 -1.74346 -0.82706  0.256
C: -0.40162 -0.71927 2.62780  0.129
C: -1.23241 -0.95566 -0.95748  -0.206
C: -0.67769 1.41271 1.39150  0.641
N: 1.04180 1.43302 -0.28866  -0.436
H: 2.14382 -1.18599 -3.30337  0.261
H: -3.06221 0.14078 -0.80892  0.226
C: 0.42113 3.81873 -1.35601  0.065
C: 1.63618 1.93387 -1.34481  0.155
H: 0.76205 -3.71673 3.71774  0.234
O: 3.29634 -0.08089 -1.06028  -0.937
H: 1.72372 0.32153 -4.16977  0.256
C: 0.94540 -2.17105 -1.14224  -0.665
H: 1.33228 -1.88495 2.14348  0.218
H: -0.29336 1.47481 -3.76772  0.219
F: -1.33667 -3.75004 5.23083  -0.324
C: 0.34611 -0.19653 -2.59733  -0.064
C: -1.55598 -0.63890 3.40445  -0.218
C: 0.12540 -2.85228 3.61721  -0.267
C: -1.87031 -1.66000 4.28151  -0.263
N: -0.03624 0.26751 1.71653  -0.591

=====

No. 4
Here is one molecule with the formula CH6N4 in a non-equilibrium geometry from the Open Molecules 2025 dataset. Energies are from ωB97M-V/def2-TZVPD.

Properties
- energy above the lowest of the compared OMol25 structures with the same formula, charge and spin (kJ/mol) = 262.4
- Kohn-Sham gap (eV) = 9.2
- SMILES = N/N=C/NN
- lowest unoccupied orbital energy (eV) = 1.00
- HOMO (eV) = -8.2291
- calculated total energy (eV) = -7091.3386

Last column: natural (NBO) charge in e.
CARTESIAN COORDINATES (ANGSTROEM)
N: -0.34202 0.18515 0.94328  -0.277
H: -0.06977 -0.88426 -1.92299  0.350
H: 0.78283 -0.92906 2.19278  0.336
N: 0.03462 1.06168 -1.71939  -0.644
N: 0.28473 -0.21389 -1.30315  -0.477
H: 0.80595 -1.42414 0.43319  0.127
C: 0.13222 -0.54669 0.05546  0.207
H: 0.81156 1.29975 -2.48283  0.351
N: -0.22367 -0.48656 2.18419  -0.678
H: -0.42438 0.22886 2.95020  0.371
H: -0.97510 1.16430 -2.23761  0.333